1.
# C28H28Cl9N5

A 8-piece molecular cluster, C28H28Cl9N5 overall in a non-equilibrium geometry (ωB97M-V/def2-TZVPD, the OMol25 dataset).

XYZ file:
```
70
Properties=species:S:1:pos:R:3:forces:R:3
H -2.9067 -0.8470 -1.7442 -0.3 -0.4 0.3
Cl -2.9423 -5.3084 -2.0251 0.2 -0.4 0.1
C 2.9768 -1.8906 1.8431 0.8 0.5 -0.9
C -0.0555 4.5199 -3.4337 0.1 -0.1 -0.1
C 1.5717 -0.1098 4.4867 -0.3 -0.7 0.4
C -3.8079 0.0321 4.7946 -0.3 0.4 -0.2
C 2.6603 1.0685 -2.5859 0.4 0.8 -1.7
H -0.8653 3.1260 -4.9263 0.1 0.3 -0.1
C -2.6866 -0.1130 0.2994 -0.9 -0.6 0.1
H 1.1997 -0.0467 3.4736 0.0 0.3 0.1
C 4.5852 0.0586 -3.6239 -0.1 0.4 0.2
H 3.1808 1.5270 6.9920 0.1 0.2 -0.3
Cl -5.4738 0.2007 -2.0519 -0.2 0.2 -0.2
C -0.0626 -0.4415 -0.2367 -0.7 0.2 0.2
H 0.2218 5.3398 -4.0817 -0.1 0.0 -0.1
H 3.4019 0.5987 -0.2369 0.3 0.0 0.4
H 4.1232 -1.6603 -4.8313 0.0 -0.1 0.1
C -0.4404 0.0349 1.0178 0.4 -0.5 -0.2
Cl -2.0905 -0.2597 5.0348 -0.2 -0.1 0.0
C -0.6332 3.3470 -3.8945 -0.2 -0.1 0.8
N 1.3283 -1.2883 5.0818 0.5 0.4 -0.1
H 0.7132 5.4857 -1.6568 0.0 0.1 -0.2
C 1.9097 0.1492 -3.2971 -0.5 -1.1 0.4
N -0.0108 3.6475 -1.1842 -0.6 0.4 -0.5
C 2.6595 -2.8978 0.9384 -0.3 -0.6 1.1
Cl -7.9495 1.7090 -1.7524 0.1 -0.1 -0.1
C -7.1488 0.3915 -2.6269 0.2 0.0 0.6
N 3.2445 -0.6498 1.4189 -0.2 0.1 0.2
Cl -7.2171 0.6417 -4.3523 0.0 0.0 -0.2
H 3.1916 -2.0419 2.8929 -0.5 -0.3 0.1
N -0.9538 -0.7602 -1.1871 0.6 -0.3 0.0
C 3.2375 -0.4176 0.1117 -0.1 0.1 -0.6
H 3.0437 -0.6950 7.9154 -0.4 0.0 0.2
H 5.6562 0.0581 -3.7712 0.0 -0.2 -0.2
H 2.4164 -3.4551 -1.0979 -0.2 0.1 -0.1
Cl -4.1078 1.7715 4.4945 0.1 -0.4 -0.2
C -1.7815 0.2344 1.2745 0.3 -0.9 0.4
H -2.1396 0.4079 2.2803 0.1 0.6 -0.1
C 2.5850 -2.6390 -0.4065 1.0 0.4 -0.6
H -4.3784 -0.1696 5.6889 0.2 -0.3 0.1
C 0.2119 4.6192 -2.0733 0.6 -0.4 0.3
H 1.7105 -2.4822 6.6651 0.0 0.1 0.5
H 0.9910 -0.5573 -0.4547 -0.5 0.0 -0.2
H 0.8293 0.1168 -3.2094 0.0 0.2 0.1
C 2.5197 -0.4779 6.9922 0.8 -0.5 0.1
Cl -5.0244 -3.3290 -2.0751 0.2 -0.1 -0.5
H 0.3158 0.0956 1.7892 0.0 0.4 -0.1
C -3.5559 -3.9352 -2.9096 -0.3 0.2 0.4
N 2.4180 -0.8849 -3.9888 0.0 0.9 -0.6
H 2.2276 1.9116 4.6342 0.4 -0.1 -0.1
H -0.9523 1.9729 -0.7479 -0.3 -0.7 -0.6
C 2.2391 0.9365 5.1032 -0.5 0.5 0.3
H 4.7082 1.7957 -2.4147 -0.2 0.1 0.2
H 2.5264 -3.9133 1.2965 -0.2 0.1 0.1
C -1.0019 2.3908 -2.9474 -0.4 -0.3 -0.5
C 1.8411 -1.4694 6.3054 -0.2 -0.1 -0.7
C 2.9597 -1.3708 -0.8626 0.6 -1.3 0.6
H -3.7295 -0.0786 0.5965 -0.1 0.1 -0.5
Cl -4.4901 -1.0007 3.5008 0.3 0.4 0.4
H 3.1677 -1.2273 -1.9137 -0.3 0.1 0.5
H 2.1570 1.8907 -2.0938 0.1 -0.1 0.3
C 2.7126 0.7544 6.3972 -0.4 -0.1 -0.1
H -2.8137 -3.1512 -2.8203 0.0 0.1 -0.3
C -2.2516 -0.6791 -0.8963 0.6 1.6 -0.1
H -1.5550 1.5351 -3.3148 0.1 -0.2 0.3
C 3.7332 -0.8795 -4.1878 0.1 -0.2 0.0
Cl -3.8321 -4.3444 -4.6009 -0.1 0.2 0.2
C -0.6980 2.5714 -1.6120 0.7 1.1 0.6
C 4.0358 1.0573 -2.8341 -0.1 -0.1 0.3
H -7.6551 -0.5256 -2.3574 -0.1 0.0 -0.2
```
Forces are in eV/Å.

Values from the calculation:
- SMILES: ClC(Cl)Cl.ClC(Cl)Cl.ClC(Cl)Cl.c1ccncc1.c1ccncc1.c1ccncc1.c1ccncc1.c1ccncc1
- Charge: 0
- M: 753.64 u
- ΔE to the lowest compared entry with this formula, charge and spin: 75.7 kJ/mol
- Frontier orbital gap: 9.57 eV
- LUMO level: 0.40 eV
- Multiplicity: 1
- Highest occupied orbital energy: -9.17 eV

Here are the Löwdin charges for atoms 1 to 4, given in e: 0.05, 0.54, -0.14, -0.07

2.
# C28H28F2N4O2

One molecule with the formula C28H28F2N4O2 (ωB97M-V/def2-TZVPD, the OMol25 dataset).

XYZ file:
```
64
Properties=species:S:1:pos:R:3:forces:R:3
H 3.7357 -0.7964 2.1748 0.0 0.0 0.0
H 8.0336 1.6489 0.0796 0.1 0.1 0.0
C -1.5517 1.7314 1.7493 0.3 0.3 0.0
C 5.2545 -0.6371 -1.2864 -0.2 0.1 0.1
C -0.8047 2.6887 1.0938 -0.1 -0.1 0.0
H -6.3358 0.7465 -0.2471 0.0 0.0 0.1
N 1.8002 -0.8927 1.4098 0.2 0.1 0.0
F 0.3983 3.0626 1.5982 -0.1 0.0 0.0
H -4.2961 -0.1978 -3.3609 -0.2 0.0 0.1
H -4.2139 -1.2363 0.6357 -0.1 0.0 -0.1
C -0.8720 -3.0739 1.7101 0.1 0.1 0.0
O -2.2029 -0.8189 -2.5449 0.2 0.1 -0.1
C 2.4912 -0.0042 -0.7324 0.0 -0.3 0.0
O 0.4205 -0.7511 3.1873 -0.2 0.0 0.3
C 5.9315 1.2349 0.0459 -0.1 -0.1 0.0
C 2.1291 -1.2739 0.0569 0.0 0.0 -0.5
C -1.2571 3.2788 -0.0715 0.2 -0.1 0.2
C 3.2257 1.0891 1.2408 0.0 -0.2 0.3
C -5.3237 0.5887 0.1381 0.0 0.0 0.0
C -0.4385 -1.8287 1.2711 -0.3 0.0 0.0
C -4.7857 -0.0261 -2.4024 0.1 0.0 -0.3
N 3.5837 0.7076 -0.1111 -0.4 0.3 -0.1
H -2.2424 -4.6864 1.4035 0.0 -0.1 0.0
C 2.8553 -0.1505 2.0686 0.1 0.4 0.3
H 2.9960 -1.9466 0.0851 -0.1 0.0 0.0
H -2.8293 3.3828 -1.4840 -0.1 0.0 -0.1
H -5.5063 2.0310 -2.2804 0.1 0.0 -0.1
C 0.6282 -1.1095 2.0404 0.0 -0.1 -0.1
F 8.8519 -0.2706 -1.4683 -0.1 0.0 0.0
H 4.5061 -1.3009 -1.6880 -0.1 0.0 0.0
H -1.1797 1.2796 2.6556 0.1 -0.1 0.1
C 7.5593 -0.0434 -1.1335 -0.1 0.0 0.0
H 2.7299 -0.2407 -1.7681 0.0 0.0 0.0
C -4.8679 -0.8653 -0.1528 -0.1 0.0 0.3
N -4.4690 1.5386 -0.5311 -0.4 0.0 0.0
N -4.1537 -0.8699 -1.4101 -0.2 -0.1 -0.1
H -0.7649 -0.2446 -0.1457 0.1 0.1 -0.1
C -2.1690 -1.8310 -0.4023 0.3 -0.2 0.0
C -4.6272 1.4529 -1.9726 -0.1 0.0 -0.2
H -5.3417 0.7876 1.2090 -0.1 0.0 0.0
H -3.7463 1.8646 -2.4599 -0.1 0.0 0.0
H 1.6240 0.6659 -0.7320 0.0 -0.1 0.0
H 4.0473 1.6068 1.7291 0.0 0.0 0.0
H -0.6660 4.0415 -0.5537 0.1 0.1 0.0
H -3.4081 -3.5780 -0.4691 -0.1 0.0 0.0
H 1.2926 -1.7940 -0.4083 0.1 0.0 0.0
C -2.7617 1.3373 1.2083 -0.2 0.1 -0.2
C -3.2426 1.8899 0.0155 0.3 0.2 0.2
C -1.0835 -1.2148 0.2054 0.0 -0.2 0.0
C -2.8246 -1.1236 -1.5437 -0.1 -0.1 0.0
H 2.3694 1.7660 1.1945 0.0 0.0 0.1
C 7.2488 1.0099 -0.2930 0.2 -0.2 -0.1
H -5.8373 -0.3140 -2.4751 0.0 0.0 0.0
H -3.3153 0.5769 1.7337 -0.1 -0.1 0.0
C -2.4714 2.8879 -0.5955 0.0 -0.1 0.0
C 6.5714 -0.8635 -1.6396 0.4 0.2 0.0
H 5.7008 2.0805 0.6738 0.0 0.1 0.0
H 2.4931 0.1379 3.0563 0.1 -0.1 -0.1
C -2.5803 -3.0893 0.0236 0.0 0.2 -0.1
H 6.8332 -1.6777 -2.2970 0.0 -0.1 -0.1
H -5.7385 -1.5278 -0.2247 0.1 0.0 0.1
C 4.9001 0.4133 -0.4309 0.4 -0.1 -0.2
C -1.9240 -3.7093 1.0725 0.0 -0.1 0.0
H -0.3788 -3.5397 2.5498 0.0 0.0 0.1
```
Forces are in eV/Å.

Values from the calculation:
- SMILES: O=C(c1cccc(C(=O)N2CCN(c3ccc(F)cc3)CC2)c1)N1CCN(c2ccc(F)cc2)CC1
- Charge: 0
- M: 490.55 u
- ΔE to the lowest compared entry with this formula, charge and spin: 0.0 kJ/mol
- Frontier orbital gap: 8.23 eV
- LUMO level: 0.62 eV
- Multiplicity: 1
- Highest occupied orbital energy: -7.61 eV

Here are the Löwdin charges for atoms 1 to 4, given in e: 0.14, 0.12, -0.01, -0.02

3.
# C28H28N2O8

One molecule with the formula C28H28N2O8 in a non-equilibrium geometry (ωB97M-V/def2-TZVPD, the OMol25 dataset).

XYZ file:
```
66
Properties=species:S:1:pos:R:3:forces:R:3
O 5.0490 -2.3429 -1.4159 -0.3 -0.3 0.1
O -4.6215 -3.6861 1.0181 0.0 0.1 -0.1
H -7.2449 -3.8946 -0.7438 -0.1 0.0 0.0
N 2.7491 0.8828 -0.4502 -0.4 0.0 0.0
H -0.6643 4.5925 -0.8320 0.0 0.0 0.1
C 4.1227 -2.0223 0.7943 0.0 0.0 -0.1
H 6.7109 -1.4217 -0.6196 -0.1 0.0 -0.1
C 2.7809 1.3902 0.9038 0.3 0.4 0.3
C 5.7899 -1.1734 -1.1661 0.2 0.6 0.1
C -1.8911 2.5145 -1.4452 0.3 0.4 -0.3
H -3.9353 0.1088 -3.1820 0.0 0.0 -0.1
O 0.5931 4.1692 2.0494 -0.1 0.1 0.4
H -1.4316 3.4050 2.5330 0.0 0.0 0.1
C -4.5868 -1.1759 -0.1209 0.5 0.5 0.2
H -3.0602 2.7804 2.8294 -0.1 0.0 0.1
C 2.6805 2.9213 0.8816 0.0 -0.2 0.5
O 4.6556 -0.7553 0.9143 0.0 -0.3 0.2
N 1.4801 3.3200 0.1757 0.4 0.0 0.0
C 3.3888 -2.5310 1.8562 0.1 0.1 -0.1
O -5.3722 -2.2368 -0.5405 -0.1 0.6 -0.3
H 1.9192 0.9829 1.4460 0.1 0.0 0.0
C 1.5652 1.3064 -1.1761 0.0 0.1 -0.4
H 5.6103 0.7019 -0.1009 -0.1 -0.1 -0.1
C -4.1384 -0.7596 -2.5628 0.0 0.0 0.0
C -3.9865 -0.4117 -1.1157 -0.1 -0.1 0.0
H -1.3987 4.8553 0.7585 0.1 0.0 0.0
C -2.0861 2.5518 2.3982 0.0 0.2 -0.1
H 3.6885 1.0838 1.4165 -0.1 0.0 0.0
H 3.5526 3.3455 0.3729 0.0 0.0 0.0
C -3.6890 0.2351 1.5952 0.0 0.1 -0.3
C -6.2894 -4.3830 -0.5740 0.1 0.0 0.2
H -6.4150 -5.2639 0.0477 0.0 0.0 0.0
O 3.7008 0.1131 -2.3354 0.2 0.0 -0.3
H 2.6238 3.3124 1.8985 0.1 0.0 -0.2
C -3.2237 0.6914 -0.7162 -0.3 -0.4 0.9
H -5.1433 -1.1257 -2.7568 0.0 0.0 -0.1
C -1.6762 2.8976 -0.0523 -0.2 -0.2 0.3
H 2.3551 3.2390 -1.6969 -0.1 0.0 0.0
H 0.5872 3.1509 -1.7291 0.1 0.0 0.1
C 4.3064 -2.7847 -0.3605 0.0 0.0 0.1
H 6.0339 -0.7526 -2.1422 0.0 0.0 0.2
C -4.4483 -0.8493 1.2264 -0.2 -0.2 0.0
C -3.0547 1.0318 0.6342 -0.1 -0.3 -0.5
O -1.4286 3.1084 -2.3964 -0.3 -0.3 0.2
H -3.4324 -1.5452 -2.8319 0.0 -0.1 -0.1
C -0.8481 4.1406 0.1430 0.1 0.1 0.1
H 2.5219 -5.5118 0.5325 0.0 -0.1 0.0
C -5.3338 -3.4297 0.0891 0.0 -0.7 0.2
H -3.5881 0.4714 2.6409 0.0 0.0 0.1
C 2.8224 -3.7882 1.7673 0.0 0.0 0.1
H -1.6626 1.7135 2.9494 0.0 -0.1 0.1
O -2.6510 1.4229 -1.7009 -0.1 -0.1 -0.3
H 3.2774 -1.9234 2.7405 0.0 0.1 0.1
C 2.9749 -4.5355 0.6101 0.0 -0.1 -0.1
H -5.8809 -4.6783 -1.5384 0.0 0.0 -0.1
C 1.4736 2.8356 -1.1852 -0.2 -0.3 -0.3
H -4.9313 -1.4545 1.9758 0.0 0.0 0.0
H 2.2543 -4.1790 2.5971 -0.1 0.0 0.1
C 4.9858 -0.1704 -0.3291 0.2 -0.2 -0.5
H 1.6350 0.9232 -2.1945 -0.1 0.0 0.1
C -2.2454 2.1864 0.9585 0.2 0.3 -0.4
H 0.6825 0.8827 -0.6836 0.0 0.0 0.0
C 3.7144 -4.0400 -0.4457 0.1 0.2 0.0
C 0.4666 3.8740 0.8730 -0.3 0.3 -0.2
H 3.8561 -4.6068 -1.3517 0.0 -0.1 -0.1
C 3.7510 0.2914 -1.1349 0.1 -0.1 0.3
```
Forces are in eV/Å.

Values from the calculation:
- SMILES: CC(=O)Oc1ccc2c(C)c(CC(=O)N3CCN(C(=O)[C@@H]4COc5ccccc5O4)CC3)c(=O)oc2c1C
- Charge: 0
- M: 520.54 u
- Frontier orbital gap: 8.24 eV
- LUMO level: -0.14 eV
- Multiplicity: 1
- Highest occupied orbital energy: -8.39 eV

Here are the Löwdin charges for atoms 1 to 4, given in e: 0.00, 0.13, 0.09, -0.03